Computed, not measured: a molecular structure, C28H58FNO4Si2 at a distorted geometry, with wB97M-V/def2-TZVPD.

Each line ends with the Mulliken charge.
Geometry (Å):
1 C -10.238 3.250 -6.711  -0.994
2 C -9.726 4.756 -7.031  -0.369
3 C -8.091 4.664 -7.057  -0.688
4 C -7.522 5.630 -5.898  -0.775
5 C -7.618 4.963 -4.412  -0.427
6 C -6.360 5.552 -3.578  -0.646
7 C -5.220 4.403 -3.361  -0.638
8 C -4.587 4.458 -1.860  -0.467
9 C -2.968 4.487 -1.964  -0.536
10 C -2.412 4.565 -0.453  -0.733
11 C -2.396 3.060 0.174  -0.320
12 C -1.066 2.352 -0.394  -0.730
13 C 0.149 2.470 0.648  -0.597
14 C -0.176 1.797 2.098  -0.576
15 C 1.124 0.905 2.466  -0.639
16 C 1.199 0.447 4.006  -0.558
17 C 1.403 -1.154 4.032  0.285
18 C 2.479 -1.523 5.180  -0.994
19 C 3.532 -2.549 4.537  -0.407
20 C 4.707 -1.838 3.681  -0.547
21 Si 5.862 -3.263 3.031  0.072
22 O 4.968 -4.727 3.226  -0.153
23 Si 4.813 -5.629 1.753  0.519
24 C 3.329 -5.123 0.654  -0.762
25 C 3.140 -3.542 0.437  -0.022
26 C 4.175 -2.855 -0.588  -0.372
27 C 4.946 -3.870 -1.562  -0.950
28 C 4.459 -7.463 2.298  -0.640
29 O 3.180 -7.384 3.039  -0.370
30 C 3.413 -7.402 4.466  -0.490
31 C 7.590 -3.255 3.869  0.466
32 O 7.762 -3.723 5.030  -0.468
33 N 8.753 -2.645 3.145  -0.261
34 C 9.538 -3.648 2.423  0.560
35 O 10.366 -4.366 2.993  -0.431
36 F 9.425 -3.819 0.996  -0.220
37 H -9.589 2.537 -7.336  0.277
38 H -10.001 3.068 -5.601  0.211
39 H -11.348 3.091 -6.925  0.321
40 H -10.050 5.082 -8.090  0.286
41 H -10.069 5.516 -6.235  0.287
42 H -7.729 3.585 -6.870  0.360
43 H -7.700 5.000 -8.075  0.311
44 H -8.050 6.641 -5.868  0.265
45 H -6.420 5.844 -6.178  0.396
46 H -7.480 3.827 -4.550  0.261
47 H -8.630 5.202 -3.914  0.258
48 H -6.665 6.024 -2.585  0.435
49 H -5.823 6.386 -4.171  0.259
50 H -5.613 3.359 -3.613  0.352
51 H -4.333 4.583 -4.082  0.263
52 H -4.917 3.483 -1.351  0.104
53 H -5.004 5.356 -1.281  0.296
54 H -2.618 3.497 -2.419  0.269
55 H -2.620 5.364 -2.627  0.348
56 H -1.355 5.007 -0.500  0.293
57 H -3.059 5.232 0.221  0.373
58 H -3.301 2.464 -0.209  0.180
59 H -2.406 3.163 1.313  0.319
60 H -0.743 2.938 -1.338  0.317
61 H -1.229 1.249 -0.696  0.282
62 H 0.526 3.551 0.765  0.223
63 H 1.023 1.862 0.193  0.363
64 H -1.140 1.187 2.097  0.313
65 H -0.270 2.577 2.932  0.311
66 H 1.138 0.039 1.712  0.261
67 H 2.036 1.572 2.235  0.237
68 H 2.147 0.944 4.443  0.248
69 H 0.254 0.739 4.603  0.337
70 H 0.412 -1.722 4.127  0.389
71 H 1.872 -1.502 3.033  -0.396
72 H 1.896 -2.124 5.981  0.259
73 H 2.941 -0.622 5.701  0.417
74 H 4.058 -3.181 5.339  0.434
75 H 2.920 -3.251 3.851  0.096
76 H 5.299 -1.071 4.287  0.603
77 H 4.304 -1.307 2.734  0.120
78 H 6.012 -3.058 1.570  -0.186
79 H 6.083 -5.693 0.990  -0.157
80 H 2.383 -5.491 1.214  0.364
81 H 3.366 -5.738 -0.312  0.395
82 H 3.120 -2.994 1.455  -0.425
83 H 2.082 -3.392 -0.004  0.448
84 H 4.892 -2.127 -0.047  0.205
85 H 3.541 -2.173 -1.276  0.387
86 H 4.289 -4.712 -1.969  0.234
87 H 5.400 -3.259 -2.425  0.369
88 H 5.835 -4.347 -1.010  0.150
89 H 4.223 -8.132 1.387  0.243
90 H 5.271 -7.890 2.977  0.354
91 H 4.393 -6.845 4.726  0.137
92 H 3.482 -8.476 4.858  0.259
93 H 2.586 -6.881 5.060  0.236
94 H 8.447 -1.957 2.438  0.331

The energy above the lowest of the compared OMol25 structures with the same formula, charge and spin comes out at 6.654 eV. The calculation puts the frontier orbital gap at 0.31564 Eh. The HOMO energy is -9.2 eV.

Computed, not measured: 8 unconnected molecules or ions with the total composition C28H59BFN9O10S at a distorted geometry, with wB97M-V/def2-TZVPD.

Each line ends with the Mulliken charge.
Geometry (Å):
1 C -4.605 2.845 -1.255  -1.265
2 C -3.400 3.203 -2.147  -0.224
3 B -3.178 4.757 -2.172  0.421
4 O -4.110 5.630 -1.647  -0.497
5 N -1.990 5.418 -2.823  -0.195
6 C -1.858 6.827 -2.392  0.254
7 C -1.273 7.137 -1.169  0.169
8 C -1.192 8.477 -0.817  -0.761
9 C -1.712 9.428 -1.687  -0.354
10 C -2.269 8.981 -2.877  -0.496
11 N -2.347 7.703 -3.243  -0.639
12 S -0.611 4.555 -2.615  1.172
13 O -0.543 3.565 -3.630  -0.717
14 O -0.419 4.083 -1.281  -0.606
15 F 0.480 5.603 -2.941  -0.078
16 H -4.687 1.775 -1.134  0.335
17 H -4.484 3.315 -0.278  0.426
18 H -5.507 3.271 -1.671  0.302
19 H -3.677 2.912 -3.163  0.190
20 H -2.518 2.664 -1.817  0.338
21 H -3.935 5.718 -0.703  0.319
22 H -0.892 6.399 -0.482  0.503
23 H -0.739 8.774 0.116  0.431
24 H -1.695 10.476 -1.446  0.421
25 H -2.674 9.708 -3.565  0.422
26 C 3.105 7.855 -3.726  -0.873
27 N 2.622 8.439 -2.488  -0.002
28 C 3.263 9.295 -1.646  0.934
29 C 4.665 9.716 -2.011  -1.371
30 O 2.702 9.693 -0.635  -0.670
31 H 2.445 8.144 -4.546  0.277
32 H 3.096 6.767 -3.641  0.238
33 H 4.112 8.182 -3.957  0.379
34 H 1.691 8.198 -2.185  0.088
35 H 5.042 10.389 -1.254  0.352
36 H 5.325 8.849 -2.060  0.340
37 H 4.670 10.231 -2.973  0.348
38 C 8.781 9.235 2.442  -0.832
39 N 7.895 9.824 1.456  -0.166
40 C 8.049 9.872 0.107  0.780
41 C 9.290 9.238 -0.476  -1.341
42 O 7.205 10.408 -0.593  -0.619
43 H 8.254 8.456 2.996  0.282
44 H 9.110 9.998 3.149  0.287
45 H 9.653 8.798 1.968  0.316
46 H 7.047 10.262 1.778  0.229
47 H 9.264 9.359 -1.554  0.290
48 H 10.187 9.724 -0.091  0.380
49 H 9.326 8.174 -0.242  0.378
50 C 0.668 2.095 0.771  -0.655
51 N -0.281 2.216 1.865  -0.137
52 C -0.846 1.228 2.608  0.761
53 C -0.460 -0.193 2.276  -1.187
54 O -1.636 1.498 3.500  -0.678
55 H 1.582 2.640 1.019  0.279
56 H 0.234 2.531 -0.130  0.175
57 H 0.916 1.055 0.585  0.340
58 H -0.583 3.139 2.131  0.196
59 H -0.991 -0.866 2.941  0.234
60 H -0.735 -0.439 1.251  0.378
61 H 0.613 -0.338 2.411  0.373
62 C -1.770 -5.744 3.592  -0.862
63 N -1.524 -4.639 2.672  -0.103
64 C -2.424 -3.847 2.043  0.802
65 C -3.887 -4.116 2.307  -1.301
66 O -2.059 -2.951 1.293  -0.655
67 H -1.300 -5.523 4.552  0.255
68 H -1.338 -6.654 3.198  0.386
69 H -2.832 -5.895 3.746  0.278
70 H -0.568 -4.407 2.454  0.221
71 H -4.477 -3.404 1.737  0.307
72 H -4.155 -5.126 1.995  0.358
73 H -4.116 -3.992 3.366  0.346
74 C 0.652 -11.830 3.813  -0.635
75 N 0.279 -10.434 3.970  -0.137
76 C -0.924 -9.863 3.723  0.711
77 C -2.028 -10.763 3.222  -1.247
78 O -1.095 -8.663 3.902  -0.653
79 H 0.980 -12.227 4.776  0.267
80 H 1.479 -11.907 3.103  0.271
81 H -0.175 -12.425 3.454  0.180
82 H 0.973 -9.783 4.302  0.224
83 H -2.921 -10.163 3.073  0.270
84 H -1.750 -11.223 2.274  0.363
85 H -2.247 -11.545 3.950  0.362
86 C -4.309 -0.792 -5.611  -0.879
87 N -4.844 -0.058 -4.480  -0.139
88 C -5.714 0.987 -4.488  0.876
89 C -6.209 1.471 -5.831  -1.437
90 O -6.069 1.504 -3.441  -0.612
91 H -4.579 -1.846 -5.529  0.292
92 H -3.221 -0.714 -5.622  0.281
93 H -4.698 -0.403 -6.545  0.331
94 H -4.552 -0.331 -3.554  0.226
95 H -6.888 2.302 -5.668  0.324
96 H -5.377 1.813 -6.448  0.372
97 H -6.744 0.677 -6.353  0.392
98 C 2.503 -16.774 3.480  -0.870
99 N 1.448 -15.792 3.659  -0.153
100 C 0.451 -15.462 2.799  0.849
101 C 0.403 -16.189 1.476  -1.369
102 O -0.368 -14.607 3.098  -0.650
103 H 2.442 -17.530 4.264  0.296
104 H 3.477 -16.287 3.544  0.295
105 H 2.419 -17.261 2.516  0.326
106 H 1.423 -15.273 4.523  0.219
107 H -0.443 -15.815 0.909  0.299
108 H 1.315 -16.012 0.906  0.379
109 H 0.275 -17.261 1.631  0.375

The energy above the lowest of the compared OMol25 structures with the same formula, charge and spin comes out at 0.396 eV. The calculation puts the frontier orbital gap at 0.33717 Eh. Its SMILES is CCB(O)N(c1ccccn1)S(=O)(=O)F.CNC(C)=O.CNC(C)=O.CNC(C)=O.CNC(C)=O.CNC(C)=O.CNC(C)=O.CNC(C)=O. The HOMO energy is -8.7 eV.

Computed, not measured: 11 unconnected molecules or ions with the total composition C28H60B3Cl20NO3, with wB97M-V/def2-TZVPD.

Each line ends with the Mulliken charge.
Geometry (Å):
1 C -3.771 -1.359 2.505  -1.169
2 C -3.836 -0.720 1.095  0.124
3 C -3.725 -1.724 -0.067  -0.742
4 C -2.302 -1.889 -0.638  -1.119
5 C -1.166 -1.974 0.408  0.936
6 C 0.002 -0.966 0.148  -0.468
7 B 0.588 -0.601 1.543  -0.036
8 O 0.021 0.419 2.324  -0.242
9 B -0.132 0.160 3.669  0.824
10 O 0.562 -0.887 4.263  -0.649
11 B 1.167 -1.826 3.423  0.428
12 C 1.304 -3.327 3.856  0.911
13 N 0.304 -3.766 4.839  -0.361
14 C -0.513 -4.879 4.382  -0.771
15 O 1.572 -1.381 2.164  -0.254
16 H -3.295 -2.347 2.481  0.227
17 H -4.770 -1.484 2.930  0.454
18 H -3.179 -0.744 3.194  0.104
19 H -4.806 -0.218 1.020  0.297
20 H -3.076 0.064 0.995  0.073
21 H -4.123 -2.695 0.252  0.346
22 H -4.358 -1.378 -0.894  0.335
23 H -2.090 -1.058 -1.321  0.431
24 H -2.281 -2.797 -1.255  0.332
25 H -0.714 -2.968 0.400  -0.119
26 H -1.569 -1.835 1.417  -0.495
27 H -0.369 -0.080 -0.378  0.366
28 H 0.767 -1.462 -0.462  0.122
29 H -0.887 0.808 4.322  -0.193
30 H 2.319 -3.479 4.257  -0.882
31 H 1.258 -3.940 2.943  0.074
32 H -0.276 -2.987 5.118  0.269
33 H -1.128 -5.254 5.207  0.366
34 H -1.186 -4.630 3.543  0.173
35 H 0.142 -5.695 4.057  0.257
36 Cl 1.473 2.170 -2.880  -0.210
37 C 1.700 3.673 -1.948  -0.098
38 C 1.324 3.521 -0.498  -0.446
39 Cl -0.429 3.302 -0.254  -0.012
40 H 1.114 4.451 -2.431  0.341
41 H 2.759 3.922 -1.997  -0.059
42 H 1.607 4.429 0.033  0.346
43 H 1.828 2.675 -0.037  0.157
44 Cl 3.867 -5.793 -1.923  -0.240
45 C 3.724 -4.133 -1.273  -0.841
46 C 2.994 -4.108 0.043  0.649
47 Cl 1.270 -4.534 -0.126  -0.239
48 H 3.224 -3.529 -2.027  0.584
49 H 4.737 -3.762 -1.127  0.361
50 H 3.029 -3.106 0.469  -0.051
51 H 3.430 -4.805 0.754  -0.302
52 Cl 4.691 4.805 -0.805  -0.193
53 C 5.870 4.790 0.536  -0.462
54 C 5.927 3.440 1.206  -0.509
55 Cl 4.414 3.060 2.069  -0.140
56 H 5.575 5.567 1.237  0.331
57 H 6.842 5.037 0.114  0.320
58 H 6.729 3.434 1.942  0.335
59 H 6.100 2.648 0.482  0.303
60 Cl 2.975 -6.561 2.795  -0.168
61 C 4.546 -6.236 3.576  -0.279
62 C 4.576 -4.896 4.262  -0.779
63 Cl 4.488 -3.531 3.114  -0.110
64 H 5.314 -6.302 2.811  0.052
65 H 4.707 -7.018 4.315  0.435
66 H 5.515 -4.792 4.803  0.461
67 H 3.747 -4.783 4.957  0.447
68 Cl -5.461 1.736 -0.913  -0.196
69 C -5.101 3.392 -0.350  0.375
70 C -5.367 3.528 1.126  -0.002
71 Cl -7.111 3.439 1.514  -0.221
72 H -5.688 4.088 -0.943  -0.213
73 H -4.042 3.565 -0.538  0.004
74 H -5.010 4.488 1.486  0.002
75 H -4.868 2.738 1.682  0.236
76 Cl -5.036 3.971 -4.462  -0.171
77 C -6.394 5.023 -4.947  -0.230
78 C -6.528 6.220 -4.042  -0.471
79 Cl -7.031 5.742 -2.398  -0.230
80 H -7.299 4.423 -4.937  0.139
81 H -6.199 5.351 -5.965  0.233
82 H -7.294 6.890 -4.429  0.306
83 H -5.588 6.758 -3.955  0.365
84 Cl 8.211 -4.983 -6.271  -0.193
85 C 7.296 -5.144 -4.748  -0.377
86 C 5.918 -4.541 -4.837  0.144
87 Cl 5.970 -2.762 -4.980  -0.201
88 H 7.882 -4.673 -3.963  0.238
89 H 7.208 -6.209 -4.538  0.301
90 H 5.370 -4.769 -3.926  -0.251
91 H 5.371 -4.926 -5.694  0.360
92 Cl -10.263 4.727 -4.889  -0.149
93 C -10.957 5.107 -6.487  -0.453
94 C -10.098 4.588 -7.613  -0.484
95 Cl -8.534 5.444 -7.690  -0.171
96 H -11.072 6.186 -6.545  0.306
97 H -11.939 4.640 -6.532  0.315
98 H -10.601 4.748 -8.565  0.346
99 H -9.884 3.530 -7.494  0.313
100 Cl 6.281 -5.294 0.283  -0.123
101 C 7.631 -4.214 0.719  -0.473
102 C 8.644 -4.902 1.599  -0.539
103 Cl 8.001 -5.284 3.218  -0.161
104 H 7.205 -3.339 1.205  0.245
105 H 8.113 -3.913 -0.209  0.422
106 H 9.502 -4.249 1.745  0.357
107 H 8.978 -5.837 1.156  0.320
108 Cl -2.813 5.874 1.004  -0.120
109 C -2.680 6.633 2.611  -0.506
110 C -1.395 6.250 3.301  -0.481
111 Cl -1.362 4.522 3.735  -0.113
112 H -3.547 6.328 3.194  0.331
113 H -2.715 7.711 2.461  0.321
114 H -1.294 6.818 4.224  0.332
115 H -0.536 6.445 2.663  0.285

The calculation puts the frontier orbital gap at 0.30780 Eh. Its SMILES is CCCCCCB1OBOB(CNC)O1.ClCCCl.ClCCCl.ClCCCl.ClCCCl.ClCCCl.ClCCCl.ClCCCl.ClCCCl.ClCCCl.ClCCCl. The HOMO energy is -8.2 eV.

Computed, not measured: 2 unconnected molecules or ions with the total composition C28H60BF3N2O9PS at a distorted geometry, with wB97M-V/def2-TZVPD.

Each line ends with the Mulliken charge.
Geometry (Å):
1 C -0.261 1.762 -6.321  -0.678
2 C 1.110 0.888 -6.685  -0.462
3 C 1.620 0.197 -5.254  -0.318
4 O 0.971 0.838 -4.093  0.448
5 N 1.604 0.487 -2.933  -0.301
6 C 2.860 1.271 -2.650  -0.311
7 S 2.984 3.038 -3.168  1.215
8 O 2.316 3.442 -4.516  -0.565
9 O 4.526 3.273 -3.460  -0.629
10 C 2.547 4.372 -1.947  0.607
11 F 3.506 5.514 -2.214  -0.207
12 F 2.728 4.057 -0.519  -0.140
13 F 1.196 5.012 -2.172  -0.207
14 C 3.464 1.041 -1.107  -1.145
15 N 2.395 0.872 -0.046  1.322
16 C 3.140 0.763 1.236  -0.302
17 C 3.738 2.207 1.832  -0.740
18 C 2.568 3.153 2.512  -0.461
19 C 1.998 2.589 3.950  -0.081
20 C 2.997 3.113 5.181  -0.644
21 O 2.249 2.831 6.435  -0.299
22 C 2.213 4.040 7.272  -0.168
23 C 1.659 3.601 8.774  -0.994
24 C 1.439 -0.237 -0.376  0.857
25 C 2.115 -1.727 -0.551  -0.513
26 C 2.486 -2.513 0.837  -0.498
27 C 1.557 -3.887 1.056  -0.292
28 C 0.911 -4.004 2.557  -0.407
29 O -0.403 -4.708 2.383  -0.556
30 B 0.145 -0.385 0.685  0.210
31 O -0.715 -1.619 0.743  -0.529
32 C -0.262 0.779 1.800  0.712
33 C -1.908 0.964 1.968  -0.915
34 C 0.655 0.291 -1.768  -2.463
35 O -0.592 -0.405 -2.033  0.052
36 C -0.567 -1.604 -2.816  0.327
37 C -2.065 -1.726 -3.555  -0.654
38 C -3.258 -2.161 -2.509  -0.757
39 P -0.043 2.091 -1.426  0.601
40 O -1.618 2.029 -1.075  -0.716
41 H -0.700 2.151 -7.358  0.393
42 H -1.046 1.036 -5.815  0.118
43 H -0.018 2.696 -5.638  0.146
44 H 1.987 1.563 -7.079  0.303
45 H 0.856 0.007 -7.424  0.342
46 H 1.398 -0.950 -5.365  0.365
47 H 2.798 0.307 -5.267  0.173
48 H 1.947 -0.503 -3.144  0.967
49 H 3.698 0.725 -3.314  0.416
50 H 4.163 1.995 -0.934  0.321
51 H 4.241 0.134 -1.130  0.384
52 H 2.612 0.273 2.149  -0.275
53 H 4.119 0.108 1.041  0.316
54 H 4.438 2.763 1.080  0.323
55 H 4.439 1.875 2.740  0.353
56 H 3.107 4.188 2.765  0.492
57 H 1.703 3.453 1.747  0.123
58 H 0.930 3.037 4.115  0.224
59 H 2.050 1.420 3.935  0.041
60 H 3.992 2.496 5.235  0.155
61 H 3.271 4.248 5.075  0.369
62 H 1.457 4.865 6.886  0.242
63 H 3.284 4.489 7.438  0.266
64 H 1.377 4.553 9.427  0.307
65 H 2.440 2.931 9.373  0.262
66 H 0.681 2.932 8.697  0.267
67 H 1.417 -2.500 -1.138  0.138
68 H 3.117 -1.721 -1.201  0.408
69 H 2.481 -1.874 1.810  0.029
70 H 3.599 -2.935 0.730  0.376
71 H 0.678 -3.973 0.289  0.093
72 H 2.254 -4.838 0.875  0.415
73 H 0.737 -2.979 3.094  0.132
74 H 1.567 -4.757 3.207  0.320
75 H -1.099 -4.059 2.052  0.331
76 H -0.597 -2.168 -0.086  0.015
77 H 0.286 1.801 1.648  -0.455
78 H 0.102 0.345 2.851  0.274
79 H -2.171 2.034 1.552  0.296
80 H -2.528 0.137 1.418  0.038
81 H -2.132 0.997 3.128  0.326
82 H 0.203 -1.677 -3.693  -0.185
83 H -0.470 -2.630 -2.213  0.251
84 H -2.323 -0.654 -3.945  0.190
85 H -2.013 -2.437 -4.513  0.400
86 H -3.719 -1.145 -2.095  0.238
87 H -2.914 -2.856 -1.632  0.095
88 H -4.128 -2.642 -3.166  0.300
89 H 0.566 2.732 -0.301  0.057
90 H 0.031 2.804 -2.674  0.122
91 C -5.801 -3.987 1.380  -1.125
92 C -5.964 -3.008 0.229  0.008
93 O -6.144 -3.643 -1.035  -0.341
94 C -7.282 -4.491 -1.163  -0.332
95 C -8.601 -3.772 -0.935  -1.029
96 H -4.951 -4.655 1.197  0.297
97 H -5.632 -3.449 2.318  0.386
98 H -6.685 -4.614 1.511  0.309
99 H -5.054 -2.405 0.150  -0.007
100 H -6.782 -2.308 0.420  0.297
101 H -7.184 -5.357 -0.499  0.296
102 H -7.267 -4.884 -2.186  0.307
103 H -8.676 -3.364 0.076  0.267
104 H -9.440 -4.460 -1.082  0.384
105 H -8.707 -2.936 -1.634  0.287

The energy above the lowest of the compared OMol25 structures with the same formula, charge and spin comes out at 15.479 eV. As for the charge: +1. The calculation puts the frontier orbital gap at 0.25031 Eh. The HOMO energy is -11.2 eV.

Among the records above, which one has the lowest HOMO energy? C28H60BF3N2O9PS